DFT (wB97M-V/def2-TZVPD) results for C41H57N6O4P2PbS as an isolated structure.

The calculation puts the frontier orbital gap at 6.67 eV. Its net charge is +1.

Geometry (Å):
Pb (-0.5572, 0.5452, 0.7597)
C (-2.6707, 5.1795, -0.1651)
C (-2.3663, 3.7323, 0.2111)
C (-3.1623, 2.7629, -0.6725)
P (-0.5750, 3.2439, 0.1511)
C (0.3764, 4.6204, 0.9220)
C (1.8719, 4.4296, 0.6562)
C (0.0610, 4.6851, 2.4183)
C (-0.1199, 3.2893, -1.5960)
C (-0.0303, 4.5294, -2.2447)
C (0.3045, 4.6518, -3.5773)
C (0.3721, 5.9887, -4.2689)
C (0.5976, 3.4706, -4.2611)
C (0.5380, 2.2426, -3.6399)
C (0.1451, 2.0927, -2.2884)
N (0.1238, 0.8242, -1.6669)
C (-0.0694, -0.2374, -2.5599)
C (-1.1488, -0.2864, -3.4594)
C (-1.2849, -1.3093, -4.3724)
C (-0.3547, -2.3532, -4.4642)
C (-0.4926, -3.4470, -5.4914)
C (0.6847, -2.3577, -3.5583)
C (0.8128, -1.3275, -2.6093)
P (2.0597, -1.4498, -1.3704)
C (2.7319, -3.1330, -1.0657)
C (4.1637, -4.8533, -1.8085)
C (1.9826, -3.8102, 1.3287)
C (3.4270, -0.2403, -1.2647)
C (3.9255, -0.1635, 0.1811)
C (3.1514, 1.1465, -1.8387)
H (-3.7331, 5.3697, 0.0042)
H (-2.4687, 5.3626, -1.2213)
H (-2.1090, 5.8970, 0.4349)
H (-2.6583, 3.5728, 1.2524)
H (-2.8786, 2.8807, -1.7209)
H (-4.2300, 2.9679, -0.5805)
H (-3.0052, 1.7161, -0.3914)
H (0.0480, 5.5432, 0.4405)
H (2.2483, 3.5513, 1.1804)
H (2.4261, 5.2944, 1.0262)
H (2.0794, 4.3243, -0.4097)
H (0.4483, 3.7986, 2.9253)
H (-1.0124, 4.7548, 2.6102)
H (0.5414, 5.5586, 2.8624)
H (-0.2189, 5.4340, -1.6779)
H (0.1211, 6.8021, -3.5886)
H (-0.3232, 6.0247, -5.1100)
H (1.3723, 6.1721, -4.6663)
H (0.8939, 3.5209, -5.3041)
H (0.8079, 1.3649, -4.2117)
H (-1.8708, 0.5213, -3.4336)
H (-2.1376, -1.3045, -5.0439)
H (-1.1946, -3.1636, -6.2750)
H (-0.8568, -4.3676, -5.0285)
H (0.4688, -3.6690, -5.9557)
H (1.4077, -3.1631, -3.5741)
H (3.6233, -2.9333, -0.4608)
H (4.1931, -5.6049, -2.5918)
H (4.0902, -5.3443, -0.8358)
H (5.0773, -4.2559, -1.8494)
H (2.0918, -4.8936, 1.2569)
H (1.2384, -3.5908, 2.0926)
H (2.9280, -3.3670, 1.6496)
H (4.1797, -0.7320, -1.8934)
H (3.1904, 0.3457, 0.8051)
H (4.8487, 0.4153, 0.2081)
H (4.1303, -1.1405, 0.6209)
H (2.4042, 1.6733, -1.2513)
H (2.7997, 1.1002, -2.8681)
H (4.0785, 1.7222, -1.8207)
C (-5.2551, -1.0792, 3.3928)
C (-3.8721, -1.5231, 2.9346)
N (-2.8163, -1.0989, 3.8567)
C (-2.2051, 0.0776, 3.8484)
S (-2.5359, 1.2953, 2.6693)
N (-1.2848, 0.3331, 4.7781)
C (-0.8576, -0.5783, 5.8355)
C (-1.7972, -0.5885, 7.0390)
H (-6.0083, -1.4449, 2.6927)
H (-5.3115, 0.0091, 3.4239)
H (-5.4899, -1.4735, 4.3829)
H (-3.6495, -1.1153, 1.9536)
H (-3.8151, -2.6083, 2.8680)
H (-2.5736, -1.7448, 4.5907)
H (-0.9122, 1.2670, 4.7616)
H (0.1358, -0.2591, 6.1434)
H (-0.7457, -1.5768, 5.4060)
H (-1.8551, 0.4043, 7.4867)
H (-1.4250, -1.2830, 7.7934)
H (-2.8086, -0.8918, 6.7608)
O (0.2102, -1.8235, 3.0503)
N (0.7017, -0.6836, 2.8803)
C (1.8384, -0.4101, 3.4851)
C (2.5828, -1.3961, 4.2105)
N (3.1868, -2.2167, 4.7461)
C (2.3320, 0.9253, 3.3804)
N (2.7096, 2.0111, 3.2995)
O (-1.3159, -2.4002, 0.4360)
C (-1.0004, -3.4900, -0.3098)
C (-2.0912, -4.1069, -0.9187)
C (-1.9354, -5.2489, -1.6777)
C (-0.6730, -5.8056, -1.8185)
C (0.4191, -5.1617, -1.2675)
C (0.2966, -3.9712, -0.5429)
C (1.5545, -3.2828, -0.0195)
O (3.0159, -4.0376, -2.0645)
O (1.3902, -1.7789, 0.0679)
H (-0.6672, -2.1436, 1.1026)
H (-3.0706, -3.6731, -0.7537)
H (-2.7987, -5.7151, -2.1366)
H (-0.5342, -6.7335, -2.3595)
H (1.3943, -5.6028, -1.3976)